{
  "formula": "BrI5O4V2",
  "method": "wB97M-V/def2-TZVPD",
  "homo_ha": 0.10603,
  "gap_ev": 2.48,
  "total_energy_ev": -170108.3132,
  "lumo_ev": 5.4,
  "charge": -4,
  "symbols": ["I", "I", "I", "I", "I", "Br", "V", "V", "O", "O", "O", "O"],
  "coordinates": [[3.775, -0.250, -1.731], [-3.447, 0.953, 3.066], [1.829, -2.286, 1.643], [0.612, -3.976, -4.920], [-2.423, -4.071, -1.353], [-1.394, 3.956, -0.185], [0.793, 3.525, 1.413], [-0.234, -1.641, -0.084], [1.022, 2.258, 0.453], [0.358, -1.284, -1.557], [0.422, 3.330, 2.859], [-1.312, -0.513, 0.397]],
  "forces_ev_per_a": [[0.536, 0.408, 0.046], [-0.294, 0.225, 0.408], [-0.723, 0.136, -0.344], [0.067, -0.287, -0.516], [0.559, 0.579, 0.670], [1.620, 0.523, 1.366], [-1.485, -0.093, -8.326], [-1.153, 1.758, -2.575], [0.323, 0.945, 2.806], [-1.477, -0.498, 3.512], [-0.523, -1.454, 4.043], [2.550, -2.244, -1.088]],
  "mulliken_charge": [-0.98, -1.04, -0.33, -1.03, -0.72, -0.36, 1.28, 1.26, -0.38, -0.52, -0.60, -0.58]
}


{
  "formula": "BrNi",
  "method": "wB97M-V/def2-TZVPD",
  "homo_ha": [-0.62298, -0.61268],
  "gap_ev": [9.35, 7.68],
  "total_energy_ev": -111075.4427,
  "s_squared": 2.0123,
  "spin_multiplicity": 3,
  "lumo_ev": [-7.6, -9.0],
  "charge": 1,
  "symbols": ["Br", "Ni"],
  "coordinates": [[23.525, -0.145, -29.005], [22.996, -1.519, -27.317]],
  "forces_ev_per_a": [[-0.391, -1.017, 1.248], [0.391, 1.017, -1.248]],
  "mulliken_spin": [0.52, 1.48]
}


{
  "formula": "BrNiTi2",
  "method": "wB97M-V/def2-TZVPD",
  "homo_ha": [-0.72996, -0.96528],
  "gap_ev": [5.58, 11.09],
  "total_energy_ev": -157274.4545,
  "s_squared": 20.0118,
  "spin_multiplicity": 9,
  "lumo_ev": [-14.3, -15.2],
  "charge": 3,
  "symbols": ["Br", "Ni", "Ti", "Ti"],
  "coordinates": [[-16.576, 5.887, -0.298], [-17.596, 3.917, -0.893], [-15.008, 6.365, 1.141], [-17.405, 8.021, -0.456]],
  "forces_ev_per_a": [[-1.583, -2.076, -2.781], [-1.643, -3.258, -1.074], [4.536, 1.544, 4.093], [-1.310, 3.790, -0.238]],
  "mulliken_spin": [0.05, 2.90, 2.50, 2.54]
}


Q: What is the charge in the first record?
A: -4


Q: The lowest charge belongs to which entry?
A: BrI5O4V2


Q: Which of these has the lowest charge?
A: BrI5O4V2